No. 1
C5H5FOS | ωB97M-V/def2-TZVPD

Geometry as XYZ:
```
13
C5H5FOS | the OMol25 dataset | ωB97M-V/def2-TZVPD
C 0.79 0.43 -1.65
C -0.01 -0.51 -0.82
F -0.16 -1.74 -1.27
C -0.31 -0.23 0.50
C 0.03 1.09 1.06
O 0.67 2.10 0.65
C -0.87 -1.17 1.42
S -1.12 -2.73 1.16
H 0.26 1.47 -1.72
H 1.21 -0.05 -2.62
H 1.58 0.78 -0.94
H -0.65 1.22 1.96
H -1.42 -0.67 2.27
```

Computed properties:
energy relative to the best compared isomer or geometry (same formula, charge and spin) = 213.0 kJ/mol
Kohn-Sham gap = 0.2792 Eh
F_max = 4.1 eV Å⁻¹
2S+1 = 1
SMILES = C/C(F)=C(\C=O)C=S

natural (NBO) population analysis, charges in e, atoms 1 to 6: number 1, C, carries -0.750; number 2, C, carries 0.627; number 3, F, carries -0.274; number 4, C, carries -0.385; number 5, C, carries 0.406; number 6, O, carries -0.547

No. 2
C4H6N2O | ωB97M-V/def2-TZVPD

Geometry as XYZ:
```
13
C4H6N2O | the OMol25 dataset | ωB97M-V/def2-TZVPD
C 0.95 0.07 -0.90
C -0.46 0.48 -1.24
O -1.41 -0.29 -0.46
C -0.97 -0.66 0.75
N -1.72 -1.19 1.62
C 0.49 -0.41 0.99
N 1.35 -0.40 1.85
H 1.27 -0.85 -1.40
H 1.66 0.88 -1.12
H 1.57 0.01 0.54
H -0.74 0.28 -2.28
H -0.63 1.55 -1.04
H -1.17 -1.42 2.45
```

Computed properties:
energy relative to the best compared isomer or geometry (same formula, charge and spin) = 537.1 kJ/mol
Kohn-Sham gap = 0.3426 Eh
F_max = 0.7 eV Å⁻¹
2S+1 = 1

natural (NBO) population analysis, charges in e, atoms 1 to 6: number 1, C, carries -0.683; number 2, C, carries -0.083; number 3, O, carries -0.465; number 4, C, carries 0.474; number 5, N, carries -0.607; number 6, C, carries 0.085

No. 3
C18H44N4O7PS | ωB97M-V/def2-TZVPD

Geometry as XYZ:
```
75
C18H44N4O7PS | the OMol25 dataset | ωB97M-V/def2-TZVPD
C 4.52 -1.42 2.68
C 4.01 -0.89 1.33
O 3.18 -1.86 0.60
P 1.67 -1.76 1.04
O 1.53 -2.29 2.41
C 0.82 -2.85 -0.15
C -0.45 -3.44 0.47
S -0.10 -4.61 1.81
O 1.15 -0.28 0.87
C -0.13 -0.02 1.49
C -1.27 0.14 0.50
H 4.37 -2.50 2.67
H 5.55 -1.16 2.87
H 3.85 -1.03 3.45
H 4.89 -0.72 0.72
H 3.52 0.08 1.41
H 0.61 -2.29 -1.05
H 1.50 -3.65 -0.45
H -1.13 -2.66 0.81
H -0.98 -4.00 -0.30
H -0.96 -4.26 2.78
H 1.16 -4.34 2.25
H -0.41 -0.75 2.25
H -0.03 0.92 2.03
H -1.18 1.03 -0.11
H -2.18 0.27 1.09
H -1.42 -0.72 -0.16
C -4.95 3.21 0.86
C -4.95 1.83 0.25
O -4.83 0.82 0.93
N -5.09 1.74 -1.10
C -5.24 2.82 -2.06
H -4.83 3.11 1.93
H -4.12 3.80 0.47
H -5.89 3.72 0.66
H -5.09 0.79 -1.44
H -6.19 2.68 -2.59
H -4.43 2.76 -2.78
H -5.24 3.79 -1.58
C 5.60 2.71 0.62
C 5.06 2.72 2.03
O 4.93 1.69 2.68
N 4.72 3.91 2.57
C 4.80 5.23 1.96
H 5.83 1.69 0.33
H 4.86 3.11 -0.08
H 6.52 3.30 0.56
H 4.36 3.84 3.51
H 5.45 5.86 2.56
H 3.80 5.68 1.93
H 5.19 5.17 0.95
C -9.57 1.01 -2.91
C -8.66 1.59 -3.97
O -7.48 1.29 -4.05
N -9.21 2.47 -4.85
C -10.58 2.94 -4.91
H -8.99 0.33 -2.29
H -9.97 1.80 -2.28
H -10.38 0.45 -3.37
H -8.55 2.82 -5.53
H -11.01 2.69 -5.88
H -10.60 4.03 -4.80
H -11.19 2.50 -4.13
C 5.71 -3.71 0.27
C 7.20 -3.51 0.40
O 7.68 -2.41 0.62
N 8.00 -4.60 0.27
C 7.62 -5.97 0.01
H 5.22 -2.76 0.41
H 5.46 -4.10 -0.72
H 5.35 -4.40 1.04
H 8.98 -4.39 0.37
H 7.97 -6.61 0.82
H 8.08 -6.31 -0.92
H 6.54 -6.07 -0.08
```

Computed properties:
charge = +1
Kohn-Sham gap = 0.2899 Eh
F_max = 2.1 eV Å⁻¹
2S+1 = 1

Löwdin population analysis, charges in e, atoms 1 to 6: number 1, C, carries -0.062; number 2, C, carries -0.242; number 3, O, carries -0.206; number 4, P, carries 0.463; number 5, O, carries -0.303; number 6, C, carries -0.234

No. 4
C32H30N4PtSe2 | ωB97M-V/def2-TZVPD

Geometry as XYZ:
```
69
C32H30N4PtSe2 | the OMol25 dataset | ωB97M-V/def2-TZVPD
Pt 0.04 -0.03 -0.12
C -3.66 -1.60 1.47
C -2.36 -1.12 1.31
N -1.88 -0.70 0.15
C -2.65 -0.82 -0.96
C -3.99 -1.28 -0.88
C -4.48 -1.66 0.38
C -4.77 -1.40 -2.07
C -4.24 -1.12 -3.29
C -2.89 -0.68 -3.42
C -2.31 -0.37 -4.66
C -1.00 0.04 -4.72
C -0.29 0.16 -3.52
N -0.82 -0.11 -2.35
C -2.10 -0.51 -2.26
H -3.99 -1.92 2.44
H -1.68 -1.09 2.15
H -5.50 -2.01 0.47
H -5.79 -1.73 -1.97
H -4.82 -1.25 -4.19
H -2.89 -0.48 -5.57
H -0.53 0.29 -5.66
H 0.74 0.48 -3.53
Se 2.90 0.07 2.65
Se 2.30 2.36 1.07
C 2.83 1.31 -0.40
C 4.04 1.52 -1.05
C 4.46 0.65 -2.03
C 3.63 -0.42 -2.36
C 2.42 -0.55 -1.71
N 2.01 0.30 -0.75
C 1.26 0.37 3.51
C 1.26 0.41 4.91
C 0.10 0.77 5.56
C -1.03 1.06 4.80
C -0.94 0.96 3.42
N 0.17 0.61 2.78
H 4.65 2.36 -0.75
H 5.41 0.78 -2.52
H 3.92 -1.14 -3.10
H 1.77 -1.38 -1.94
H 2.17 0.19 5.45
H 0.07 0.82 6.64
H -1.95 1.38 5.27
H -1.81 1.17 2.81
C 0.98 -4.78 0.23
C 0.13 -4.34 -0.77
C -0.18 -2.98 -0.88
C 0.39 -2.09 0.01
C 1.20 -2.52 1.03
C 1.52 -3.87 1.13
H 1.23 -5.82 0.30
H -0.31 -5.03 -1.47
H -0.85 -2.67 -1.66
H 1.62 -1.83 1.75
H 2.18 -4.20 1.91
C -1.10 3.52 -2.03
C -0.44 3.20 -0.69
C -0.69 4.34 0.31
C -0.98 1.94 -0.08
H -0.74 4.47 -2.41
H -2.18 3.59 -1.91
H -0.88 2.75 -2.78
H 0.65 3.16 -0.85
H -1.75 4.40 0.54
H -0.38 5.29 -0.11
H -0.14 4.17 1.24
H -1.97 1.72 -0.47
H -1.00 2.02 1.01
```

Computed properties:
charge = +2
energy relative to the best compared isomer or geometry (same formula, charge and spin) = 13.3 kJ/mol
Kohn-Sham gap (alpha / beta) = 0.2462 / 0.2017 Eh
F_max = 1.6 eV Å⁻¹
2S+1 = 5
⟨S²⟩ = 6.033

natural (NBO) population analysis, charges in e, atoms 1 to 6: number 1, Pt, carries 1.148; number 2, C, carries -0.226; number 3, C, carries 0.092; number 4, N, carries -0.450; number 5, C, carries 0.151; number 6, C, carries -0.069

No. 5
C22H32F10N3O3PS2 | ωB97M-V/def2-TZVPD

Geometry as XYZ:
```
73
C22H32F10N3O3PS2 | the OMol25 dataset | ωB97M-V/def2-TZVPD
N 2.41 5.23 3.47
P 2.99 5.41 1.75
O 2.86 7.10 1.31
C 1.80 4.31 0.70
C 2.32 3.04 -0.25
C 3.89 2.63 -0.41
F 4.28 1.97 -1.67
F 4.85 3.80 -0.31
F 4.24 1.77 0.78
C 1.08 2.20 -1.00
S 1.34 0.67 -2.06
O -0.08 0.16 -2.55
O 2.10 0.95 -3.41
C 2.04 -0.81 -1.11
F 2.05 -1.95 -2.11
F 3.44 -0.66 -0.67
C 1.05 -1.34 0.11
F -0.10 -0.44 0.38
F 0.45 -2.67 -0.27
C 1.83 -1.56 1.54
F 2.75 -2.72 1.39
F 2.47 -0.35 2.10
F 0.76 -1.97 2.53
C -0.51 2.67 -0.82
C -1.01 3.95 0.08
N -2.42 4.47 0.28
S -2.15 5.85 1.35
N -0.40 5.88 1.65
C 0.20 4.74 0.84
H 1.50 4.71 3.38
H 3.07 4.53 3.93
H 3.81 7.48 1.41
H -1.39 2.07 -1.37
C -4.33 2.24 1.55
C -5.39 3.21 2.02
C -5.57 3.21 3.54
C -6.04 1.88 4.14
C -7.36 1.35 3.59
C -8.54 2.28 3.86
H -4.58 1.20 1.80
H -4.23 2.29 0.46
H -3.36 2.47 1.99
H -6.35 2.99 1.53
H -5.11 4.22 1.71
H -6.27 4.01 3.82
H -4.62 3.48 4.01
H -6.14 2.00 5.23
H -5.27 1.12 4.00
H -7.57 0.38 4.05
H -7.28 1.17 2.51
H -8.67 2.43 4.94
H -9.46 1.84 3.47
H -8.41 3.25 3.39
C 4.78 -7.31 -5.28
C 3.40 -7.08 -4.69
C 3.03 -5.59 -4.58
C 3.94 -4.77 -3.66
C 4.03 -5.26 -2.22
C 2.69 -5.22 -1.49
H 5.56 -6.87 -4.67
H 4.98 -8.38 -5.36
H 4.84 -6.88 -6.29
H 3.33 -7.56 -3.71
H 2.65 -7.57 -5.32
H 1.99 -5.51 -4.24
H 3.05 -5.15 -5.58
H 3.58 -3.73 -3.66
H 4.95 -4.73 -4.08
H 4.74 -4.63 -1.67
H 4.43 -6.28 -2.18
H 2.29 -4.20 -1.47
H 2.81 -5.56 -0.46
H 1.95 -5.87 -1.97
```

Computed properties:
Kohn-Sham gap = 0.2216 Eh
F_max = 9.6 eV Å⁻¹
2S+1 = 1
SMILES = NP(O)c1c(C(F)(F)F)c(S(=O)(=O)C(F)(F)C(F)(F)C(F)(F)F)cc2nsnc12.CCCCCC.CCCCCC

Löwdin population analysis, charges in e, atoms 1 to 6: number 1, N, carries -0.209; number 2, P, carries 0.862; number 3, O, carries -0.378; number 4, C, carries -0.166; number 5, C, carries 0.015; number 6, C, carries -0.219

No. 6
C4H12AlIO4PS | ωB97M-V/def2-TZVPD

Geometry as XYZ:
```
24
C4H12AlIO4PS | the OMol25 dataset | ωB97M-V/def2-TZVPD
O 1.46 -1.26 -0.93
P 2.76 -0.28 -0.23
I 3.04 1.66 -1.71
C 2.09 0.20 1.51
C 3.19 0.35 2.76
O 2.41 0.84 3.94
Al 0.60 1.14 3.40
O 1.22 1.42 1.61
H 0.63 -1.01 -0.41
H 1.31 -0.64 1.84
H 3.96 1.15 2.35
H 3.68 -0.70 3.01
H -0.16 2.40 4.01
H -0.07 -0.29 3.54
C -1.82 0.59 -2.24
S -3.32 -0.29 -1.72
O -2.98 -1.07 -0.48
C -3.34 -1.45 -3.11
H -1.59 1.35 -1.49
H -0.99 -0.11 -2.31
H -2.00 1.07 -3.20
H -2.41 -2.03 -3.13
H -3.47 -0.91 -4.04
H -4.19 -2.14 -2.97
```

Computed properties:
charge = -1
energy relative to the best compared isomer or geometry (same formula, charge and spin) = 218.4 kJ/mol
Kohn-Sham gap = 0.2758 Eh
F_max = 3.4 eV Å⁻¹
2S+1 = 1

natural (NBO) population analysis, charges in e, atoms 1 to 6: number 1, O, carries -0.983; number 2, P, carries 0.876; number 3, I, carries -0.209; number 4, C, carries -0.306; number 5, C, carries -0.075; number 6, O, carries -0.956